Entry 1:
# C35H35F10LaN6S2

A structure of composition C35H35F10LaN6S2 (the ωB97M-V functional and the def2-TZVPD basis, the Open Molecules 2025 dataset).

E_HOMO: -1.10 eV
energy above the lowest of the compared OMol25 structures with the same formula, charge and spin: 0.497 eV
orbital gap: 5.3 eV

Structure (ORCA input):
```
! RIJCOSX wB97M-V def2-TZVPD def2/J DEFGRID3
* xyz -2 1
La 0.06823 0.01291 -0.40039
C -1.59793 1.41275 2.69706
N -0.32450 0.70153 2.69251
C -0.43636 -0.53128 3.45823
C 0.74527 -1.47394 3.28703
N 0.78995 -1.97212 1.93016
C 1.50487 -3.05224 1.67358
C 1.31580 -3.71080 0.41863
F 0.39584 -3.17513 -0.39882
C 1.97446 -4.83899 0.01020
F 1.70292 -5.39548 -1.18068
C 2.90048 -5.45407 0.84113
F 3.56245 -6.57065 0.44908
C 3.11829 -4.88921 2.08321
F 4.00633 -5.47063 2.90931
C 2.45359 -3.75228 2.49165
F 2.79270 -3.28420 3.72289
C 0.73945 1.56116 3.21828
C 1.32236 2.46150 2.14127
N 1.95305 1.68051 1.10013
C 3.26067 1.63577 0.97909
C 3.78826 1.04403 -0.21159
F 2.86954 0.55515 -1.07268
C 5.11157 0.95948 -0.54319
F 5.49115 0.40097 -1.70425
C 6.08035 1.46042 0.31778
F 7.39728 1.42114 -0.00242
C 5.64836 2.01279 1.50907
F 6.56877 2.47193 2.37929
C 4.31202 2.08947 1.84083
F 4.03787 2.56973 3.08570
H -1.89922 1.68437 3.72460
H -1.51878 2.32297 2.10155
H -2.37659 0.78528 2.25789
H -0.56472 -0.31022 4.53517
H -1.32990 -1.05734 3.11240
H 1.67967 -0.97594 3.57232
H 0.59021 -2.28796 4.00752
H 0.35765 2.17061 4.05745
H 1.54512 0.93816 3.60356
H 0.51388 3.01830 1.66292
H 1.98716 3.18823 2.61469
C 0.69133 4.86514 -1.69959
C 0.26969 3.40911 -1.82407
S -0.77574 2.86009 -0.51273
C 0.68999 2.66774 -2.86689
C 1.60148 3.25480 -3.92250
S 0.32538 0.96112 -3.14576
H 0.24737 5.29029 -0.80284
H 0.35876 5.45735 -2.56015
H 1.77944 4.96191 -1.62853
H 1.47387 4.33480 -4.03069
H 1.39487 2.77874 -4.88185
H 2.65139 3.05859 -3.67845
C -3.61790 1.84106 -2.87916
N -3.39163 0.86158 -1.83509
C -4.39556 1.01300 -0.80451
C -3.34703 -0.47741 -2.38809
C -3.17140 -1.53322 -1.31889
C -4.17169 -2.50378 -1.26586
C -4.19067 -3.47562 -0.27730
C -3.18976 -3.45902 0.67576
C -2.18414 -2.50012 0.60392
C -2.09744 -1.50430 -0.38793
H -4.62195 1.71935 -3.33448
H -2.85610 1.73733 -3.64875
H -3.53567 2.83946 -2.44897
H -5.42336 0.92471 -1.20823
H -4.27874 2.00053 -0.35208
H -4.26484 0.25428 -0.03254
H -2.52110 -0.50280 -3.10716
H -4.28052 -0.69078 -2.94715
H -4.97012 -2.48852 -2.00430
H -4.97707 -4.22283 -0.24941
H -3.17990 -4.20146 1.46904
H -1.39811 -2.55984 1.35192
N 3.48613 -4.62468 -4.68656
C 2.92736 -3.68070 -3.83187
C 1.64426 -3.18061 -4.04832
C 1.13946 -2.23207 -3.18270
N 1.81358 -1.76296 -2.13343
C 3.04114 -2.23286 -1.93766
C 3.64246 -3.17433 -2.75051
H 2.81536 -5.18351 -5.18729
H 4.22642 -5.17050 -4.27844
H 1.04942 -3.54943 -4.87563
H 0.14183 -1.83095 -3.32536
H 3.57327 -1.84162 -1.07729
H 4.63962 -3.53638 -2.53116
*
```

=====

Entry 2:
# C35H35F2IrO2S2SeSi

A structure of composition C35H35F2IrO2S2SeSi (the ωB97M-V functional and the def2-TZVPD basis, the Open Molecules 2025 dataset).

E_HOMO (alpha / beta): -10.44 / -10.41 eV
energy above the lowest of the compared OMol25 structures with the same formula, charge and spin: 3.981 eV
orbital gap (alpha / beta): 6.2 / 6.1 eV

Structure (ORCA input):
```
! RIJCOSX wB97M-V def2-TZVPD def2/J DEFGRID3
* xyz 1 2
Ir -0.21095 -0.37093 0.06334
O 1.48836 1.11696 -0.01739
S 2.96374 0.85020 -0.34861
C 3.73700 0.31985 1.23558
C 2.77896 0.44156 2.42170
C 2.33304 -0.92578 2.94256
C 1.37788 -0.82426 4.12126
S -0.35882 -0.52985 3.62188
O -0.31005 0.09647 2.23685
C -0.85900 -2.23430 3.43676
C -1.30799 -2.87567 4.58419
C -1.63325 -4.22150 4.51711
C -1.51529 -4.90523 3.31281
C -1.09778 -4.24297 2.16602
C -0.77250 -2.89626 2.22759
C 3.64664 2.48312 -0.48257
C 4.70724 2.66617 -1.35851
C 5.24791 3.93701 -1.49804
C 4.71679 4.99781 -0.77602
C 3.64685 4.79859 0.08990
C 3.10325 3.53379 0.24228
H 4.63575 0.92214 1.34754
H 4.02994 -0.71415 1.05245
H 1.89536 1.00446 2.11910
H 3.25961 1.00302 3.22469
H 3.20849 -1.49655 3.26205
H 1.86515 -1.49794 2.13831
H 1.63943 0.00061 4.78679
H 1.34742 -1.74352 4.70541
H -1.40042 -2.32816 5.51640
H -1.98303 -4.73576 5.40239
H -1.75918 -5.95873 3.26644
H -1.01768 -4.77110 1.22516
H -0.46216 -2.37200 1.32928
H 5.10002 1.82987 -1.92564
H 6.07084 4.09886 -2.18132
H 5.13955 5.98770 -0.89008
H 3.23145 5.63186 0.64186
H 2.25806 3.36572 0.89940
Se -0.37384 2.98871 1.44039
C -0.34828 4.73916 0.75130
C -0.30304 5.83084 1.62491
C -0.25168 7.12086 1.12046
C -0.23173 7.33132 -0.25381
C -0.27765 6.25047 -1.12566
C -0.34010 4.95829 -0.62894
H -0.30934 5.65911 2.69363
H -0.22326 7.96273 1.80000
H -0.17528 8.33944 -0.64406
H -0.26836 6.41536 -2.19558
H -0.37535 4.11065 -1.30219
F 0.29551 -2.95205 -0.84240
C 0.93870 -1.76475 -0.86072
F 2.07531 -1.90189 -0.11302
H 1.23014 -1.54372 -1.89181
C -4.20626 4.04769 -0.21960
C -3.67657 3.44295 -1.35272
C -3.17256 2.15345 -1.27882
C -3.19254 1.45316 -0.07095
C -3.71144 2.07845 1.06443
C -4.22520 3.36530 0.98978
Si -2.59731 -0.30533 0.01932
C -3.13784 -1.18470 -1.53560
C -4.44155 -1.67906 -1.61395
C -4.91453 -2.23082 -2.79647
C -4.08927 -2.29877 -3.91221
C -2.78692 -1.82371 -3.84530
C -2.31433 -1.27437 -2.66159
H -4.60908 5.05081 -0.28155
H -3.66624 3.97597 -2.29520
H -2.77873 1.67900 -2.17195
H -3.73157 1.54618 2.01005
H -4.64493 3.83433 1.87076
H -3.31280 -0.89150 1.17980
H -5.09453 -1.62610 -0.74884
H -5.92823 -2.60699 -2.85017
H -4.46166 -2.72679 -4.83394
H -2.14523 -1.88032 -4.71595
H -1.29100 -0.90895 -2.61535
*
```

=====

Entry 3:
# C35H35FN7O7SSiSm

A structure of composition C35H35FN7O7SSiSm (the ωB97M-V functional and the def2-TZVPD basis, the Open Molecules 2025 dataset).

E_HOMO (alpha / beta): -7.93 / -7.93 eV
orbital gap (alpha / beta): 8.1 / 8.1 eV

Structure (ORCA input):
```
! RIJCOSX wB97M-V def2-TZVPD def2/J DEFGRID3
* xyz 0 6
Sm -0.92135 0.30718 -0.19199
C 6.58583 -3.09388 1.65153
C 5.44986 -2.20862 1.21567
C 4.13547 -2.67096 1.23633
C 3.08571 -1.85055 0.86595
C 3.35271 -0.54864 0.46328
C 4.65181 -0.06629 0.42292
C 5.69118 -0.90319 0.80014
S 2.01415 0.50817 0.03618
O 1.25178 -0.17440 -1.03348
O 2.56911 1.79203 -0.28602
N 0.97268 0.48309 1.22378
C 1.05575 1.35282 2.31471
C 2.21637 1.91838 2.78731
C 2.20687 2.73495 3.93066
C 1.05099 2.98185 4.61099
C -0.16013 2.42203 4.15316
C -1.39220 2.63253 4.79964
C -2.51757 2.04127 4.30216
C -2.42126 1.26220 3.13838
N -1.30525 1.05774 2.48403
C -0.16825 1.61074 2.99086
H 6.27668 -4.13667 1.70663
H 6.94921 -2.80073 2.63868
H 7.42509 -3.02268 0.95974
H 3.93584 -3.69139 1.54103
H 2.06744 -2.22090 0.87099
H 4.83520 0.94730 0.09446
H 6.71006 -0.53618 0.76502
H 3.14544 1.73695 2.26514
H 3.13381 3.17057 4.28016
H 1.04808 3.60613 5.49555
H -1.43159 3.25557 5.68514
H -3.47789 2.17085 4.78232
H -3.30093 0.78613 2.72383
N -3.82120 -2.07446 0.52140
C -4.24847 -0.79904 0.16502
C -5.50983 -0.69089 -0.43523
C -5.96237 0.55434 -0.80064
C -5.17131 1.67366 -0.54805
C -3.95166 1.46784 0.05047
N -3.48139 0.25444 0.39658
C -2.68214 -2.53148 1.17906
C -2.64910 -3.88992 1.52619
C -1.54381 -4.37895 2.17968
C -0.50314 -3.51049 2.50670
C -0.63570 -2.19433 2.13174
N -1.68813 -1.70392 1.45875
H -4.48189 -2.80013 0.29968
H -6.10402 -1.57763 -0.61558
H -6.92755 0.65744 -1.27960
H -5.48748 2.67091 -0.81600
H -3.28118 2.29351 0.26405
H -3.48290 -4.53420 1.27782
H -1.49436 -5.42700 2.44591
H 0.37802 -3.84477 3.03452
H 0.13675 -1.47018 2.36178
C -0.55316 2.07657 -2.92005
Si -0.68724 3.33233 -1.51700
C 0.83439 4.39955 -1.54288
C -2.13222 4.46228 -1.88368
O -0.98149 2.48060 -0.15028
H -0.08629 2.49086 -3.81680
H -1.53608 1.70144 -3.20911
H 0.07064 1.21630 -2.63885
H 1.04097 4.67951 -2.57960
H 1.71032 3.88813 -1.14116
H 0.68046 5.31862 -0.97141
H -1.95938 5.04521 -2.79228
H -2.27122 5.16481 -1.05680
H -3.06400 3.90443 -2.01464
F 3.00426 -3.49781 -3.00231
C 2.15931 -2.66487 -3.62410
C 0.85123 -2.70136 -3.38446
N -0.04023 -1.85639 -4.02384
C -1.45333 -1.85700 -3.64261
C -1.58726 -1.33658 -2.21927
O -2.29493 -0.31167 -2.01522
O -0.93625 -1.89588 -1.30060
C 0.38702 -0.92292 -4.95116
O -0.35916 -0.18622 -5.55593
N 1.75533 -0.91312 -5.15192
C 2.73335 -1.71318 -4.56403
O 3.90244 -1.60540 -4.84955
H 0.43090 -3.37568 -2.65527
H -1.84739 -2.87468 -3.69585
H -1.98243 -1.21439 -4.33666
H 2.08360 -0.23163 -5.82182
*
```

=====

Entry 4:
# C35H35IrN6O4PS

A structure of composition C35H35IrN6O4PS (the ωB97M-V functional and the def2-TZVPD basis, the Open Molecules 2025 dataset).

E_HOMO (alpha / beta): -11.43 / -13.70 eV
energy above the lowest of the compared OMol25 structures with the same formula, charge and spin: 0.000 eV
orbital gap (alpha / beta): 6.5 / 5.2 eV

Structure (ORCA input):
```
! RIJCOSX wB97M-V def2-TZVPD def2/J DEFGRID3
* xyz 2 6
Ir 0.00761 -0.01167 0.39353
O -1.12850 -2.11966 2.24297
C -0.06767 -1.60235 2.35829
C 0.61998 -1.09784 3.56175
C 0.63462 -1.89732 4.70625
C 1.41982 -1.52560 5.78312
C 2.19185 -0.36888 5.73179
C 2.16640 0.43437 4.60250
C 1.37680 0.07758 3.51417
P 1.21683 1.11324 2.05161
C 0.35532 2.63239 2.50573
C 0.16551 3.58937 1.50388
C -0.47569 4.77963 1.80480
C -0.95144 5.01009 3.09151
C -0.78949 4.04735 4.07707
C -0.13279 2.85774 3.78994
C 2.90411 1.56499 1.57587
C 3.43208 2.83548 1.78456
C 4.76277 3.09029 1.47210
C 5.56284 2.07966 0.95861
C 5.03418 0.81246 0.73568
C 3.70744 0.55738 1.03883
H 0.04527 -2.80411 4.73547
H 1.43392 -2.14307 6.67121
H 2.80692 -0.09149 6.57686
H 2.75525 1.34372 4.57098
H 0.52014 3.40823 0.49522
H -0.60236 5.52984 1.03459
H -1.45048 5.94155 3.32433
H -1.16471 4.22336 5.07619
H -0.00153 2.11688 4.56799
H 2.81664 3.62182 2.20233
H 5.17675 4.07299 1.65642
H 6.60849 2.27210 0.75250
H 5.66044 0.02079 0.34546
H 3.29932 -0.43633 0.88184
N 6.55926 2.70818 -4.39389
C 5.32599 2.48992 -3.96481
C 4.33492 1.99664 -4.87046
C 3.06167 1.80018 -4.42828
C 2.74088 2.09231 -3.09029
C 3.70926 2.55370 -2.17566
C 4.98709 2.75176 -2.59886
S 1.05273 1.91307 -2.54106
O 0.79340 3.06539 -1.72305
O 0.27790 1.69866 -3.72855
N 1.08504 0.65986 -1.56294
C 1.21539 -0.62598 -2.00686
N 1.76617 -0.99186 -3.15557
C 1.80343 -2.30375 -3.38478
C 1.32902 -3.25672 -2.49017
C 0.79543 -2.79022 -1.30728
N 0.73699 -1.47844 -1.07419
H 6.81931 2.54041 -5.35586
H 7.27554 3.06909 -3.77985
H 4.61047 1.79627 -5.89815
H 2.28224 1.43726 -5.08322
H 3.42676 2.75819 -1.14976
H 5.75095 3.11346 -1.92230
H 2.24024 -2.60876 -4.32870
H 1.37886 -4.31181 -2.70979
H 0.40206 -3.44139 -0.53678
C -3.04131 2.19000 1.44393
N -2.84423 2.22713 -0.00202
C -3.38977 3.38368 -0.71127
C -2.74650 3.49626 -2.07794
C -2.91497 2.18796 -2.81953
N -2.44912 1.07422 -1.99027
C -2.22581 -0.18340 -2.69492
C -2.43132 1.13939 -0.65828
O -2.01522 0.11869 0.02542
H -2.80181 3.17025 1.85060
H -2.39238 1.44966 1.89865
H -4.07734 1.94310 1.68306
H -3.17669 4.26377 -0.10443
H -4.47737 3.28949 -0.78919
H -1.68340 3.72075 -1.96847
H -3.20954 4.30398 -2.64245
H -2.31800 2.17826 -3.73062
H -3.96020 2.01634 -3.09448
H -1.40690 -0.06227 -3.40409
H -3.13236 -0.45225 -3.23935
H -1.99938 -0.97366 -1.98761
*
```